C3H4ClFO in the gas phase in a non-equilibrium geometry, computed with ωB97M-V with the def2-TZVPD basis set.

Cartesian coordinates (Å):
1 C -1.1236 -0.2380 -0.2076
2 C 0.1699 0.5637 0.0705
3 F 0.0388 1.2865 1.2201
4 Cl 0.4434 1.5696 -1.3747
5 C 1.2995 -0.4349 0.3437
6 O 1.7627 -0.6696 1.4088
7 H -1.9845 0.4455 -0.2268
8 H -1.1097 -0.6770 -1.1565
9 H -1.2271 -1.0752 0.5680
10 H 1.7307 -0.7705 -0.6455

Multiplicity   1
Energy relative to the best compared isomer or geometry (same formula, charge and spin)   0.151 eV
Structure (SMILES)   C[C@](F)(Cl)C=O
Frontier orbital gap   10.95 eV
M   110.515 u

Taken from the Löwdin analysis, the atomic charges in e are: -0.078, -0.874, 0.009, 0.696, -0.265, 0.119, 0.092, 0.047, 0.122, 0.132